{"formula": "C20H19I2N6OPtS", "method": "wB97M-V/def2-TZVPD", "total_energy_ev": -62289.8928, "relative_energy_kj_mol": 447.3, "lumo_ha": [-0.39112, -0.39066], "charge": 3, "fmax_ev_per_a": 6.62, "homo_ev": [-15.97, -15.95], "symbols": ["Pt", "I", "I", "S", "O", "N", "N", "N", "N", "N", "N", "C", "C", "C", "C", "C", "C", "C", "C", "C", "C", "C", "C", "C", "C", "C", "C", "C", "C", "C", "C", "H", "H", "H", "H", "H", "H", "H", "H", "H", "H", "H", "H", "H", "H", "H", "H", "H", "H", "H"], "xyz": [[-0.38684, 0.01112, 0.54608], [2.70863, 5.95909, -2.65984], [3.48478, 3.40613, 2.71555], [-1.60227, -2.39705, -1.90143], [1.44888, 1.41629, 1.25867], [-2.21291, -2.71494, 0.75376], [-3.42350, -3.85576, -0.80188], [-0.11822, -0.12906, 2.74626], [0.02704, 1.52612, -0.95029], [-1.16005, -0.79922, -1.50864], [-1.17073, -1.96421, 1.24640], [1.30181, 3.43150, -1.73024], [-0.64734, -2.38749, 2.35838], [-0.06583, 2.24897, -3.31839], [0.97978, -1.71178, 4.15421], [1.64823, 2.38061, 0.53617], [1.48999, -0.67298, 4.92845], [0.32371, 0.85629, 3.51551], [2.77219, 4.44633, -0.04329], [0.92544, 2.45072, -0.75867], [1.11271, 0.62310, 4.64010], [2.54971, 3.45242, 0.85647], [-0.97533, -0.01677, -2.51898], [-0.67252, 1.43530, -2.21162], [2.18425, 4.42406, -1.34859], [0.32796, -0.94923, -4.40577], [-1.05816, -0.45046, -3.94031], [0.79483, 3.23134, -3.06240], [-2.48236, -2.98415, -0.51189], [-0.94966, -3.71599, 2.95328], [0.14848, -1.40716, 3.09044], [2.14554, -0.88713, 5.76171], [-0.39395, 2.07574, -4.33197], [-1.80653, -3.65049, 3.63359], [-1.77900, -1.26290, -4.04516], [1.42665, 1.45122, 5.25908], [-1.15493, -4.46845, 2.19323], [1.16187, 3.86224, -3.86020], [-3.92367, -4.38354, -0.09680], [-2.79744, -3.15545, 1.45585], [0.03081, 1.86133, 3.24965], [-1.68815, 1.86176, -2.06914], [-0.11594, -4.07397, 3.55161], [0.24661, -1.31119, -5.42814], [1.24201, -2.73528, 4.37886], [0.69248, -1.76600, -3.78181], [-3.69612, -4.03691, -1.75971], [3.43255, 5.25921, 0.23026], [1.06321, -0.14552, -4.38601], [-1.38868, 0.36218, -4.58238]], "forces_ev_per_angstrom": [[-4.004, -4.655, -2.474], [-0.036, -0.372, 0.457], [-0.114, 0.061, -0.237], [0.256, -0.409, 0.097], [1.019, 0.802, -0.285], [-0.296, -0.082, -0.059], [-0.068, -0.043, -0.038], [0.499, 1.262, -0.514], [1.376, 1.167, 1.830], [0.926, 1.231, 1.280], [1.308, 1.591, 0.503], [0.789, 0.850, 0.296], [-0.159, -0.372, -0.234], [0.413, 0.158, -0.046], [-0.212, -0.112, -0.225], [0.105, -0.517, 0.974], [0.031, 0.207, 0.040], [-0.074, 0.013, 0.278], [0.194, -0.556, 1.332], [-0.794, -0.752, -1.117], [-0.068, -0.195, 0.091], [0.673, 1.021, 0.203], [-0.087, 0.065, -0.275], [-0.592, 0.028, -0.146], [-0.922, -0.266, -1.432], [0.059, 0.087, 0.058], [-0.095, -0.222, -0.094], [-0.316, -0.260, -0.374], [0.141, 0.164, -0.201], [0.013, -0.160, -0.030], [0.285, 0.025, 0.313], [0.006, -0.010, -0.002], [-0.126, 0.034, 0.039], [0.000, 0.056, 0.004], [-0.082, 0.114, -0.075], [0.007, 0.028, -0.031], [0.012, 0.002, -0.001], [-0.009, -0.045, -0.022], [0.093, -0.082, 0.025], [-0.082, 0.157, 0.065], [0.086, -0.019, -0.105], [0.011, -0.170, 0.115], [0.007, 0.042, 0.015], [-0.010, 0.006, -0.005], [-0.081, -0.008, 0.075], [0.011, -0.013, -0.006], [-0.038, 0.139, -0.018], [0.020, 0.029, -0.125], [0.021, -0.018, 0.006], [-0.095, -0.004, 0.076]]}